# 1
Molecular formula: C5H4O2
Method: DFT, the ωB97M-V functional and the def2-TZVPD basis

```
11
Properties=species:S:1:pos:R:3
O -0.62 3.11 -0.65
C -0.17 2.07 -0.53
C -1.44 -0.65 -0.08
C -0.23 -1.16 -0.26
C 1.07 -0.76 0.30
C 1.56 0.42 0.67
O 2.13 1.37 1.02
H -1.65 0.18 0.59
H -2.30 -1.08 -0.60
H -0.14 -2.03 -0.91
H 1.83 -1.52 0.42
```

- spin multiplicity = 1
- largest force on an atom (eV/A) = 1.6
- HOMO-LUMO gap (hartree) = 0.343
- energy relative to the best compared isomer or geometry (same formula, charge and spin) (kJ/mol) = 157.93

Here are the Löwdin charges for atoms 1 to 8, given in e: O 0.10; C 0.06; C -0.03; C -0.21; C -0.12; C -0.25; O 0.14; H 0.05



# 2
Molecular formula: C5H4O2
Method: DFT, the ωB97M-V functional and the def2-TZVPD basis

```
11
Properties=species:S:1:pos:R:3
O 2.31 -1.30 -0.14
C 1.22 -0.80 -0.03
C 1.12 0.61 0.11
C -0.08 1.15 -0.10
C -1.27 0.36 -0.01
C -1.13 -0.97 0.04
O 0.07 -1.57 -0.03
H 2.05 1.13 0.30
H -0.13 2.20 -0.30
H -2.23 0.85 0.05
H -1.93 -1.69 0.12
```

- spin multiplicity = 1
- largest force on an atom (eV/A) = 1.5
- HOMO-LUMO gap (hartree) = 0.345
- energy relative to the best compared isomer or geometry (same formula, charge and spin) (kJ/mol) = 32.69
- SMILES string = O=c1cccco1

Here are the Löwdin charges for atoms 1 to 8, given in e: O 0.11; C -0.47; C 0.00; C -0.05; C -0.06; C -0.10; O 0.09; H 0.13



# 3
Molecular formula: C5H4O2
Method: DFT, the ωB97M-V functional and the def2-TZVPD basis

```
11
Properties=species:S:1:pos:R:3
C -1.60 -0.41 0.55
C -2.26 0.66 0.55
C 0.26 1.11 -1.10
C -0.91 -1.36 -0.04
C 1.14 1.37 -0.08
O -0.25 0.73 -2.07
O -2.86 1.61 0.80
H -0.85 -1.30 -1.07
H -0.60 -2.08 0.63
H 1.02 1.15 0.94
H 1.95 1.92 -0.40
```

- expectation value of S² = 2.02
- spin multiplicity = 3
- largest force on an atom (eV/A) = 3.8
- HOMO-LUMO gap (spin up / spin down) (hartree) = 0.290 / 0.257
- energy relative to the best compared isomer or geometry (same formula, charge and spin) (kJ/mol) = 69.40

Here are the Löwdin charges for atoms 1 to 8, given in e: C -0.05; C -0.23; C -0.26; C 0.00; C 0.04; O 0.15; O 0.19; H 0.05



# 4
Molecular formula: C5H4O2S
Method: DFT, the ωB97M-V functional and the def2-TZVPD basis

```
12
Properties=species:S:1:pos:R:3
C -1.04 0.62 -0.06
C -0.65 -0.53 -0.99
C -0.64 -0.38 1.03
C 0.83 -0.66 0.75
C 0.84 -0.74 -0.72
H -1.07 -0.70 -2.01
H -1.09 -0.31 2.05
H 1.38 -1.34 1.29
H 1.43 -1.51 -1.22
O -1.76 1.59 -0.06
O -1.23 -1.30 0.08
S 1.71 0.73 -0.01
```

- spin multiplicity = 1
- largest force on an atom (eV/A) = 2.7
- HOMO-LUMO gap (hartree) = 0.376
- energy relative to the best compared isomer or geometry (same formula, charge and spin) (kJ/mol) = 249.49

Here are the Löwdin charges for atoms 1 to 8, given in e: C -0.35; C -0.18; C -0.17; C -0.46; C -0.41; H 0.17; H 0.18; H 0.09



# 5
Molecular formula: C5H4O3
Method: DFT, the ωB97M-V functional and the def2-TZVPD basis

```
12
Properties=species:S:1:pos:R:3
C -1.07 0.75 0.62
C -0.16 1.50 -0.06
C 1.57 -0.10 -0.10
C -0.44 -1.45 -0.25
C -1.08 -0.62 0.77
O 2.71 -0.04 0.18
O 0.96 1.12 -0.57
O 0.97 -1.25 -0.17
H -1.88 1.36 1.10
H -0.17 2.50 -0.16
H -0.57 -2.44 -0.06
H -0.83 -1.33 -1.29
```

- expectation value of S² = 2.03
- spin multiplicity = 3
- largest force on an atom (eV/A) = 4.5
- HOMO-LUMO gap (spin up / spin down) (hartree) = 0.323 / 0.341

Here are the Löwdin charges for atoms 1 to 8, given in e: C -0.11; C -0.16; C -0.51; C -0.17; C 0.11; O 0.19; O 0.10; O 0.09



# 6
Molecular formula: C5H4S
Method: DFT, the ωB97M-V functional and the def2-TZVPD basis

```
10
Properties=species:S:1:pos:R:3
C -2.10 1.58 0.01
C -1.19 0.81 -0.19
C -0.28 -0.40 -0.17
C 1.11 -0.69 -0.72
S 2.04 0.71 -0.06
C 0.96 -0.45 0.74
H -2.77 2.38 0.15
H -0.93 -1.28 -0.23
H 1.77 -1.45 -1.04
H 1.39 -1.21 1.51
```

- spin multiplicity = 1
- largest force on an atom (eV/A) = 2.6
- HOMO-LUMO gap (hartree) = 0.354
- energy relative to the best compared isomer or geometry (same formula, charge and spin) (kJ/mol) = 316.54
- SMILES string = C#C[C@H]1[C@H]2S[C@@H]12

Here are the Löwdin charges for atoms 1 to 8, given in e: C 0.11; C -0.09; C -0.28; C -0.45; S 0.84; C -0.50; H 0.02; H 0.13



# 7
Molecular formula: C5H4S
Method: DFT, the ωB97M-V functional and the def2-TZVPD basis

```
10
Properties=species:S:1:pos:R:3
C 1.92 0.45 -0.97
C 0.83 0.35 -1.51
C -0.54 0.47 -1.74
S -1.74 0.94 -0.79
H 2.97 0.33 -0.80
H -0.69 0.10 -2.80
C -0.45 -0.13 1.99
C -0.82 -1.19 2.38
H -0.57 0.94 1.60
H -0.91 -2.26 2.64
```

- spin multiplicity = 1
- largest force on an atom (eV/A) = 3.4
- HOMO-LUMO gap (hartree) = 0.295
- energy relative to the best compared isomer or geometry (same formula, charge and spin) (kJ/mol) = 390.48
- SMILES string = C#CC=S.C#C

Here are the Löwdin charges for atoms 1 to 8, given in e: C 0.16; C -0.22; C -0.73; S 0.75; H 0.04; H 0.07; C -0.09; C -0.03



# 8
Molecular formula: C5H4S3
Method: DFT, the ωB97M-V functional and the def2-TZVPD basis

```
12
Properties=species:S:1:pos:R:3
S 3.21 -0.68 0.00
C 2.27 0.64 0.00
C 0.83 0.65 0.01
C 0.06 1.76 0.00
C -1.41 1.52 0.00
C -1.64 0.01 0.00
S -3.10 -0.71 0.00
S -0.12 -0.85 0.00
H 2.72 1.63 0.02
H 0.47 2.75 0.00
H -1.89 1.95 -0.87
H -1.89 1.95 0.87
```

- spin multiplicity = 1
- largest force on an atom (eV/A) = 0.6
- HOMO-LUMO gap (hartree) = 0.281
- energy relative to the best compared isomer or geometry (same formula, charge and spin) (kJ/mol) = 28.32
- SMILES string = S=CC1=CCC(=S)S1

Here are the Löwdin charges for atoms 1 to 8, given in e: S 0.71; C -0.69; C -0.61; C -0.09; C -0.24; C -1.11; S 0.65; S 0.96



# 9
Molecular formula: C5H55BO27P
Method: DFT, the ωB97M-V functional and the def2-TZVPD basis

```
89
Properties=species:S:1:pos:R:3
C -3.43 -0.87 1.62
C -2.51 -0.59 0.41
O -3.25 -0.33 -0.77
C -1.56 0.61 0.68
P 0.12 0.13 0.24
C 1.33 1.30 0.85
C 1.35 2.56 0.01
O 0.46 3.37 -0.02
O 2.46 2.61 -0.75
O 0.13 0.05 -1.34
B 1.40 0.09 -2.00
O 2.47 -0.55 -1.44
O 1.47 0.80 -3.16
H -4.46 -0.67 1.34
H -3.14 -0.32 2.51
H -3.36 -1.93 1.87
H -1.90 -1.49 0.23
H -3.32 -1.15 -1.28
H -1.82 1.46 0.05
H -1.53 0.92 1.72
H 0.37 -1.09 0.85
H 0.99 1.59 1.85
H 2.32 0.83 0.95
H 2.35 3.36 -1.38
H 2.45 -1.51 -1.60
H 0.63 0.72 -3.64
O -1.48 2.58 -4.63
H -1.72 2.97 -3.77
H -1.27 3.34 -5.17
O -2.39 0.03 -3.61
H -2.56 0.24 -2.68
H -2.09 0.85 -4.03
O -5.01 -0.52 4.11
H -5.77 -1.05 4.36
H -5.19 0.35 4.50
O 3.91 -0.02 1.87
H 4.72 0.02 2.39
H 4.15 -0.61 1.14
O 4.73 -2.44 1.09
H 5.40 -2.34 1.78
H 5.15 -3.01 0.43
O 1.00 2.78 -6.91
H 0.28 2.15 -6.97
H 1.20 2.83 -5.97
O -4.90 1.75 -3.64
H -5.04 2.41 -4.33
H -4.25 1.14 -4.01
O -7.08 -0.73 1.61
H -7.74 -1.26 1.17
H -7.22 0.16 1.27
O 5.05 0.65 -2.41
H 4.31 0.14 -2.07
H 4.83 1.56 -2.22
O -4.70 -2.27 -4.42
H -4.00 -1.63 -4.23
H -5.47 -1.74 -4.64
O 0.59 0.78 -8.99
H 1.29 1.23 -8.50
H 1.05 0.14 -9.54
O 6.52 -0.93 3.01
H 6.26 -0.78 3.92
H 7.01 -0.14 2.75
O 2.03 -2.91 0.14
H 2.72 -2.66 0.79
H 2.46 -3.55 -0.44
O -0.09 5.50 -1.93
H -1.05 5.54 -1.85
H 0.21 4.95 -1.20
O -4.36 -0.19 6.79
H -3.68 -0.09 7.47
H -3.95 -0.74 6.12
O -2.34 3.52 -1.69
H -2.93 2.88 -1.28
H -1.58 3.59 -1.10
O 5.57 -3.85 4.37
H 4.62 -3.93 4.54
H 5.68 -3.01 3.92
O -1.66 -0.85 8.15
H -0.97 -0.76 8.82
H -1.28 -1.41 7.46
O -1.34 -2.22 5.25
H -1.96 -2.92 5.48
H -1.76 -1.79 4.49
O 7.08 0.72 0.52
H 6.42 0.22 0.02
H 6.98 1.61 0.18
O 2.15 -5.44 1.77
H 1.51 -6.08 1.46
H 1.93 -4.62 1.30
```

- spin multiplicity = 1
- largest force on an atom (eV/A) = 1.2
- HOMO-LUMO gap (hartree) = 0.357
- total charge = +1
- energy relative to the best compared isomer or geometry (same formula, charge and spin) (kJ/mol) = 0.00

Here are the Löwdin charges for atoms 1 to 8, given in e: C -0.03; C -0.43; O -0.03; C -0.17; P 1.03; C -0.14; C -0.51; O 0.11



# 10
Molecular formula: C5H5BiCl2NO4Rh
Method: DFT, the ωB97M-V functional and the def2-TZVPD basis

```
19
Properties=species:S:1:pos:R:3
Bi -0.19 0.23 -3.12
Rh 0.42 0.69 -0.23
Cl -0.86 -1.12 -1.24
Cl -0.75 2.14 -1.75
C 1.34 2.07 0.48
C 0.31 -1.31 -4.14
C 0.39 1.34 -4.57
O 1.96 2.99 0.93
O 0.62 -2.26 -4.76
O 0.75 2.02 -5.45
C -1.43 -0.95 3.15
C -0.40 -0.52 2.17
N 0.91 -0.69 2.36
O -0.83 0.06 1.10
H -0.95 -1.41 4.02
H -2.11 -1.68 2.69
H -2.01 -0.07 3.49
H 1.60 -0.39 1.65
H 1.24 -1.13 3.20
```

- expectation value of S² = 6.03
- spin multiplicity = 5
- largest force on an atom (eV/A) = 17.2
- HOMO-LUMO gap (spin up / spin down) (hartree) = 0.230 / 0.229
- total charge = +4
- energy relative to the best compared isomer or geometry (same formula, charge and spin) (kJ/mol) = 660.82

Here are the Löwdin charges for atoms 1 to 8, given in e: Bi 1.24; Rh 0.85; Cl 0.35; Cl 0.36; C -0.13; C -0.22; C -0.22; O 0.30



# 11
Molecular formula: C5H5Br
Method: DFT, the ωB97M-V functional and the def2-TZVPD basis

```
11
Properties=species:S:1:pos:R:3
C -2.15 1.45 0.03
C -1.35 0.55 0.02
C -0.64 -0.72 0.00
C 0.87 -0.76 0.04
C 1.72 0.24 -0.07
Br 3.60 0.01 0.00
H -2.76 2.30 0.07
H -1.00 -1.30 0.86
H -0.95 -1.26 -0.90
H 1.25 -1.77 0.15
H 1.42 1.27 -0.20
```

- spin multiplicity = 1
- largest force on an atom (eV/A) = 0.8
- HOMO-LUMO gap (hartree) = 0.376
- energy relative to the best compared isomer or geometry (same formula, charge and spin) (kJ/mol) = 38.80
- SMILES string = C#CC/C=C/Br

Here are the Löwdin charges for atoms 1 to 8, given in e: C 0.12; C -0.15; C -0.22; C -0.22; C -0.60; Br 0.66; H 0.02; H 0.12



# 12
Molecular formula: C5H5BrClN4
Method: DFT, the ωB97M-V functional and the def2-TZVPD basis

```
16
Properties=species:S:1:pos:R:3
C 1.71 0.38 0.51
C 0.59 -1.63 0.05
C -0.01 1.59 -0.62
C 0.75 0.51 1.64
C -0.64 0.14 1.17
N 1.22 1.32 -0.48
N 1.65 -0.96 -0.05
N -0.56 -1.21 0.64
N -1.01 1.10 0.14
Cl 1.09 1.04 3.15
Br -2.00 0.18 2.60
H 2.75 0.63 0.74
H 0.59 -2.63 -0.36
H -0.28 2.28 -1.41
H -1.39 -1.79 0.63
H -1.97 1.38 0.04
```

- expectation value of S² = 2.02
- spin multiplicity = 3
- largest force on an atom (eV/A) = 3.1
- HOMO-LUMO gap (spin up / spin down) (hartree) = 0.315 / 0.220
- total charge = +1

Here are the Löwdin charges for atoms 1 to 8, given in e: C -0.35; C -0.13; C -0.13; C -0.68; C -0.80; N 0.20; N 0.20; N 0.12